Entry 1:
C16H23N3O2S in the gas phase at a distorted geometry, computed with ωB97M-V/def2-TZVPD.

## Properties
**Relative energy (zero: lowest compared OMol25 entry of this formula, charge and spin)**: 233.8 kJ/mol
**Electronic energy**: -1336.3900 hartree
**E_HOMO**: -8.06 eV
**Molar mass**: 321.446 g mol⁻¹
**HOMO-LUMO gap**: 8.742 eV
**SMILES string**: COc1ccc(CSCC(=O)NN=C2CCN(C)CC2)cc1

Each line ends with the natural charge from an NBO analysis.
Positions of all 45 atoms, in Å:
S  3.08222  1.85902  0.57571  0.209
O  1.70268  0.42665  2.85728  -0.602
O  -2.49574  3.20680  -2.48109  -0.494
N  -1.86584  -4.96293  -0.11473  -0.440
N  0.81006  -2.01993  0.56589  -0.250
N  0.96291  -1.35593  1.73164  -0.456
C  -0.51614  2.45625  0.44813  -0.195
C  1.80971  3.04638  1.16950  -0.537
C  -1.41730  3.22808  -1.64695  0.286
C  -0.38430  -3.98206  1.56656  -0.481
C  -1.54925  2.50093  -0.46352  -0.256
C  1.59627  -0.14920  1.79896  0.672
C  2.08877  0.34776  0.45990  -0.658
C  -1.34871  -4.09130  -1.15210  -0.213
C  0.67512  3.13639  0.20913  -0.075
C  -0.22910  3.90733  -1.89440  -0.262
C  -3.18785  -5.45728  -0.43113  -0.405
C  0.12187  -3.76710  -0.87441  -0.444
C  0.24681  -3.15316  0.48405  0.257
C  -1.83146  -4.29863  1.17216  -0.207
C  -2.42830  3.93308  -3.68350  -0.251
C  0.80131  3.85262  -0.97305  -0.185
H  -2.41895  -3.36046  1.16256  0.164
H  -0.09273  4.47966  -2.79840  0.211
H  -3.14965  -5.99261  -1.37849  0.203
H  -3.50470  -6.15064  0.34658  0.201
H  1.23549  0.52980  -0.19673  0.258
H  0.51372  -3.08614  -1.62831  0.233
H  1.49714  2.70635  2.15475  0.248
H  -2.47610  1.97943  -0.28291  0.222
H  0.61912  -1.73643  2.61360  0.378
H  -0.37550  -3.48980  2.54046  0.207
H  2.72340  -0.40896  0.00105  0.263
H  -2.27216  -4.96602  1.91724  0.206
H  -3.93643  -4.65340  -0.51170  0.165
H  0.16721  -4.92134  1.64902  0.234
H  -0.63401  1.89467  1.36420  0.216
H  -1.43288  -4.60801  -2.11079  0.205
H  -3.38704  3.77763  -4.17604  0.199
H  -2.28626  5.00313  -3.49999  0.176
H  1.72518  4.37322  -1.17893  0.212
H  -1.92343  -3.14891  -1.21709  0.165
H  0.69197  -4.69803  -0.89860  0.217
H  -1.62587  3.56584  -4.33181  0.175
H  2.34969  3.98838  1.25320  0.231

=====

Entry 2:
A molecular structure, C16H23N3PPdSe2, computed with ωB97M-V/def2-TZVPD.

## Properties
**Electronic energy**: -6059.6819 hartree
**E_HOMO (alpha / beta)**: -11.17 / -11.17 eV
**Molar mass**: 552.695 g mol⁻¹
**HOMO-LUMO gap (alpha / beta)**: 7.084 / 7.084 eV
**Net charge**: +1

Each line ends with the natural charge from an NBO analysis.
Positions of all 46 atoms, in Å:
Pd  -0.75002  -0.04138  -0.22027  0.534
Se  0.80415  0.97509  -1.72839  -0.131
Se  -0.16529  2.36014  -0.20433  0.059
P  -1.87577  3.18277  -1.56781  0.755
N  -0.95911  -0.23907  2.13577  -0.851
N  -1.10769  -2.00537  -1.06580  -0.823
N  1.04270  -1.75446  0.69337  -0.677
C  -1.50731  5.89584  -1.79216  -0.190
C  0.15561  -2.74008  -1.34778  -0.224
C  -2.41974  6.56387  0.74573  -0.221
C  -1.53353  7.22787  -1.39312  -0.202
C  -3.37017  2.45774  -0.80635  -0.387
C  -1.94187  4.89185  -0.92890  -0.413
C  0.91225  -2.99574  -0.04884  -0.228
C  -3.47685  1.81320  0.41819  -0.230
C  -1.98599  7.55968  -0.12652  -0.175
C  -5.73334  2.08896  -1.16218  -0.198
C  -4.69305  1.29882  0.85138  -0.210
C  0.39623  -0.50699  2.68284  -0.227
C  -4.51475  2.58890  -1.59619  -0.145
C  -2.40175  5.23909  0.34509  -0.143
C  0.96976  -1.80184  2.14350  -0.224
C  -5.82372  1.43226  0.05959  -0.196
H  1.86257  -3.48540  -0.28179  0.207
H  -4.75738  0.80400  1.81268  0.217
H  -2.78018  6.82748  1.73114  0.224
H  0.75056  -2.13018  -2.02664  0.204
H  -6.77260  1.03430  0.39437  0.227
H  -6.61215  2.20424  -1.78302  0.227
H  1.03880  0.33264  2.41269  0.204
H  1.92957  -2.00304  2.63047  0.202
H  -1.64262  -1.87286  -1.92057  0.404
H  0.30141  -2.62185  2.42326  0.190
H  -1.68570  -2.56882  -0.44648  0.384
H  -1.60032  -0.96678  2.44268  0.381
H  -2.61195  1.73897  1.07067  0.196
H  -2.01018  8.59633  0.18272  0.227
H  -4.45982  3.08202  -2.56144  0.217
H  -0.04214  -3.69151  -1.84543  0.206
H  -2.76916  4.47217  1.01680  0.205
H  -1.20336  8.00151  -2.07339  0.228
H  1.84985  -1.21810  0.38861  0.387
H  -1.32024  0.62720  2.52522  0.388
H  -1.15194  5.63656  -2.78291  0.225
H  0.36733  -0.56024  3.77374  0.202
H  0.34137  -3.69949  0.56322  0.192

=====

Entry 3:
C16H23N3S in the gas phase at a distorted geometry, computed with ωB97M-V/def2-TZVPD.

## Properties
**Relative energy (zero: lowest compared OMol25 entry of this formula, charge and spin)**: 18.2 kJ/mol
**Electronic energy**: -1185.9622 hartree
**E_HOMO**: -7.94 eV
**Molar mass**: 289.448 g mol⁻¹
**HOMO-LUMO gap**: 8.694 eV
**SMILES string**: CCCCCCCc1n[nH]c(=S)n1Cc1ccccc1

Each line ends with the natural charge from an NBO analysis.
Positions of all 43 atoms, in Å:
S  0.01680  -3.71843  -0.44809  -0.268
N  0.42623  -1.09139  0.07218  -0.399
N  -0.66588  -0.80575  1.95722  -0.281
N  -0.77586  -2.09418  1.55489  -0.387
C  5.25582  0.13183  0.25417  -0.211
C  -2.77611  0.63917  -0.98227  -0.396
C  4.64673  -1.02696  0.70698  -0.217
C  3.37412  -1.35454  0.27713  -0.154
C  -1.65236  2.49959  0.36154  -0.387
C  -3.95885  -0.32817  -1.04758  -0.386
C  0.05633  -0.21375  1.05908  0.388
C  -0.20930  2.10287  0.04740  -0.388
C  -2.66547  1.35380  0.36409  -0.416
C  4.58827  0.96077  -0.63073  -0.207
C  3.31159  0.63697  -1.05675  -0.210
C  0.45175  1.21492  1.11364  -0.464
C  -0.11316  -2.31676  0.39511  0.217
C  2.69644  -0.52304  -0.60671  -0.064
C  -3.76614  -1.56508  -0.17837  -0.613
C  1.30467  -0.88701  -1.05219  -0.253
H  -1.86179  0.07956  -1.18987  0.186
H  -2.40608  0.64561  1.14921  0.217
H  1.31601  -1.84356  -1.59133  0.271
H  -1.30318  -2.76707  2.08462  0.429
H  -1.67563  2.98578  1.33964  0.201
H  -2.88603  -2.12047  -0.49638  0.209
H  -2.89275  1.39001  -1.76884  0.198
H  -1.96365  3.24004  -0.38069  0.200
H  0.38109  3.01927  -0.02446  0.214
H  6.25028  0.38661  0.58855  0.216
H  -4.86807  0.19450  -0.74138  0.192
H  -3.64308  1.77512  0.61198  0.202
H  2.90257  -2.26376  0.62123  0.216
H  0.19348  1.58582  2.10608  0.240
H  0.89691  -0.11777  -1.71373  0.213
H  5.16598  -1.67915  1.39305  0.217
H  1.53719  1.26772  0.99234  0.242
H  -0.17042  1.61617  -0.92658  0.196
H  5.06015  1.86375  -0.98877  0.215
H  -4.09413  -0.64660  -2.08402  0.200
H  -3.64809  -1.29145  0.86724  0.198
H  2.79179  1.28777  -1.74572  0.211
H  -4.62817  -2.22277  -0.26292  0.211

=====

Entry 4:
5 unconnected molecules or ions with the total composition C16H23N4O at a distorted geometry, computed with ωB97M-V/def2-TZVPD.

## Properties
**Relative energy (zero: lowest compared OMol25 entry of this formula, charge and spin)**: 733.0 kJ/mol
**Electronic energy**: -917.2492 hartree
**E_HOMO**: -11.57 eV
**Molar mass**: 287.387 g mol⁻¹
**HOMO-LUMO gap**: 9.510 eV
**Net charge**: +1

Each line ends with the natural charge from an NBO analysis.
Positions of all 44 atoms, in Å:
O  51.84500  33.02200  48.01100  -0.802
N  52.39600  30.54800  48.91600  -0.591
N  53.55900  29.31800  46.10500  -0.497
N  53.59100  35.41200  48.17100  -0.552
N  49.48700  34.26300  46.51600  -0.563
C  52.02600  30.80300  45.76800  -0.313
C  52.83100  31.17400  50.07300  -0.093
C  52.68900  35.76600  49.07300  -0.077
C  49.55200  35.30300  48.47100  -0.293
C  50.53000  31.08200  49.93400  -0.325
C  54.31200  30.45300  45.85200  -0.082
C  51.67100  31.69700  50.60700  -0.312
C  49.82700  35.38800  47.21600  -0.077
C  52.79100  35.12000  50.24000  -0.327
C  53.41900  31.49000  45.77400  -0.312
C  49.03000  33.26300  47.39200  -0.115
C  54.07600  34.29500  50.02400  -0.285
C  51.09200  30.15200  48.95300  -0.066
C  52.19100  29.39900  45.98000  -0.110
C  54.55500  34.54400  48.72400  -0.111
C  49.03900  33.81400  48.53800  -0.270
H  55.42000  30.57400  45.86200  0.246
H  48.70300  32.50300  46.92900  0.211
H  53.88100  35.87900  47.35400  0.421
H  51.38000  28.58600  45.98200  0.261
H  52.20200  33.74900  48.37700  0.546
H  53.01900  30.15700  48.22100  0.446
H  49.40200  31.30400  50.07100  0.246
H  50.53700  29.49800  48.21100  0.252
H  49.52300  34.07500  45.46600  0.433
H  50.14500  36.24900  46.75100  0.221
H  48.63400  33.28600  49.41700  0.229
H  52.15600  35.17800  51.21100  0.263
H  53.98100  28.54700  46.20400  0.388
H  49.58300  36.04700  49.22800  0.245
H  53.54400  32.54800  45.59300  0.227
H  55.39200  34.23800  48.03500  0.242
H  54.47500  33.59200  50.70600  0.223
H  51.38000  32.32300  51.54300  0.257
H  51.90700  32.08200  48.45500  0.608
H  51.13600  31.41200  45.78300  0.203
H  53.79000  31.20100  50.50000  0.246
H  51.94500  36.47400  48.84700  0.221
H  51.10500  33.38200  47.70000  0.537